The following is a quantum chemistry calculation of a cluster of 2 separate species, C3H9N2O in total at a distorted geometry, from the OMol25 dataset.

Each line ends with the Löwdin charge.
CARTESIAN COORDINATES (ANGSTROEM)
C 0.02 -1.95 -1.01  -0.153
C -0.01 -0.46 -0.61  -0.397
C 0.93 -0.10 0.48  -0.155
N -1.27 1.98 0.93  -0.042
N -0.16 1.81 1.75  -0.253
O 0.74 2.72 1.67  -0.287
H -0.34 -2.55 -0.28  0.009
H -0.46 -2.14 -1.98  0.051
H 1.05 -2.28 -1.19  0.066
H -1.04 -0.02 -0.29  0.065
H 0.27 -0.03 -1.53  0.060
H 1.14 -0.87 1.19  -0.007
H 1.84 0.33 0.15  -0.005
H -1.77 1.14 0.56  0.042
H -0.94 2.43 0.16  0.006

## Properties
- total charge = -1
- total energy (a.u.) = -304.2718
- 2S+1 = 1
- lowest unoccupied orbital energy (spin up / spin down) (eV) = 4.22 / 4.15


The following is a quantum chemistry calculation of a cluster of 2 separate species, C3H9N2O in total, from the OMol25 dataset.

Each line ends with the Löwdin charge.
CARTESIAN COORDINATES (ANGSTROEM)
C -1.89 0.56 -0.41  -0.055
C -1.87 -0.77 -0.41  -0.321
N -2.93 -1.64 -0.58  0.012
H -2.81 1.06 -0.73  0.024
H -0.98 1.05 -0.07  0.015
H -0.91 -1.21 -0.15  0.078
H -3.83 -1.31 -0.88  0.062
H -2.78 -2.62 -0.54  0.058
N 2.97 1.42 0.89  -0.064
C 2.37 0.24 0.19  -0.635
O 1.05 0.11 0.34  -0.338
H 2.50 2.23 0.48  0.018
H 2.53 1.39 1.81  0.021
H 2.67 0.37 -0.88  0.065
H 2.95 -0.63 0.57  0.059

## Properties
- total charge = -1
- total energy (a.u.) = -304.4176
- 2S+1 = 1
- lowest unoccupied orbital energy (eV) = 3.89


The following is a quantum chemistry calculation of a cluster of 2 separate species, C3H9N2O in total at a distorted geometry, from the OMol25 dataset.

Each line ends with the Löwdin charge.
CARTESIAN COORDINATES (ANGSTROEM)
C 1.35 -0.60 2.13  -0.089
C 0.55 0.51 2.08  -0.396
N 0.65 1.48 1.11  -0.060
H 2.20 -0.71 1.48  0.018
H 1.06 -1.39 2.83  0.006
H -0.31 0.58 2.77  0.079
H 0.29 1.14 0.00  0.017
H 0.15 2.32 1.42  0.034
N -1.10 -0.80 -2.81  -0.052
C -0.83 -0.53 -1.39  -0.499
O -0.15 0.67 -1.14  -0.315
H -0.19 -0.84 -3.31  0.046
H -1.67 0.00 -3.16  0.048
H -1.83 -0.51 -0.99  0.076
H -0.15 -1.32 -1.05  0.086

## Properties
- total charge = -1
- total energy (a.u.) = -304.4237
- 2S+1 = 1
- lowest unoccupied orbital energy (eV) = 4.55


The following is a quantum chemistry calculation of the ion C3H9N2O with charge +1 at a distorted geometry, from the OMol25 dataset.

Each line ends with the Löwdin charge.
CARTESIAN COORDINATES (ANGSTROEM)
C 0.69 -0.68 -0.15  -0.162
C -0.62 -0.09 0.37  -0.541
C 2.05 0.14 -0.05  0.017
N -0.78 1.19 0.84  0.190
N -1.83 -0.61 -0.39  0.270
O 0.01 -1.09 1.07  0.080
H 0.58 -1.37 -0.96  0.130
H 2.44 0.27 -1.04  0.076
H 2.79 -0.52 0.41  0.096
H 1.77 1.02 0.50  0.070
H -0.79 1.77 0.09  0.080
H -0.41 1.54 1.67  0.111
H -2.49 -0.82 0.43  0.213
H -1.80 -1.31 -1.17  0.195
H -2.36 0.22 -0.71  0.174

## Properties
- SMILES string = C[C@H]1O[C@]1(N)[NH3+]
- total charge = +1
- total energy (a.u.) = -304.1411
- 2S+1 = 1
- lowest unoccupied orbital energy (eV) = -3.80


The following is a quantum chemistry calculation of a cluster of 2 separate species, C3H9N2O in total at a distorted geometry, from the OMol25 dataset.

Each line ends with the Löwdin charge.
CARTESIAN COORDINATES (ANGSTROEM)
C 0.55 -0.09 0.81  -0.146
C 1.22 1.18 1.37  -0.096
C 0.04 1.70 -0.37  -0.093
N -1.29 -1.86 -1.33  0.036
N -0.17 0.42 -0.28  0.068
O 0.78 2.21 0.53  0.080
H 1.33 -0.88 0.47  0.166
H -0.24 -0.65 1.46  0.166
H 0.94 1.41 2.41  0.145
H 2.35 1.12 1.30  0.166
H -0.49 2.35 -1.15  0.212
H -2.09 -2.16 -0.76  0.064
H -0.59 -2.53 -1.26  0.022
H -1.73 -1.88 -2.31  0.105
H -0.61 -0.33 -0.90  0.104

## Properties
- total charge = +1
- total energy (a.u.) = -304.1954
- 2S+1 = 1
- lowest unoccupied orbital energy (eV) = -3.49


The following is a quantum chemistry calculation of a cluster of 2 separate species, C3H9N2O in total at a distorted geometry, from the OMol25 dataset.

Each line ends with the Löwdin charge.
CARTESIAN COORDINATES (ANGSTROEM)
C -1.68 0.42 -0.27  -0.060
C -3.05 0.08 0.17  -0.042
C 2.78 -0.72 -0.14  0.093
N -0.57 0.08 0.29  -0.136
N 2.95 0.51 0.11  0.163
O 0.59 0.41 -0.09  -0.185
H -1.54 1.19 -1.01  0.141
H -3.28 -0.40 1.11  0.086
H -3.38 -0.80 -0.41  0.095
H -3.77 0.79 -0.20  0.086
H 3.20 -1.15 -1.13  0.155
H 2.16 -1.48 0.50  0.152
H 3.38 0.97 -0.66  0.142
H -0.52 -0.84 0.76  0.180
H 2.74 0.94 0.97  0.131

## Properties
- total charge = +1
- total energy (a.u.) = -304.0683
- 2S+1 = 1
- lowest unoccupied orbital energy (eV) = -4.49


The following is a quantum chemistry calculation of a cluster of 2 separate species, C3H9N2O2 in total, from the OMol25 dataset.

Each line ends with the Löwdin charge.
CARTESIAN COORDINATES (ANGSTROEM)
C -1.23 -1.02 -3.17  -0.125
N -1.52 -1.04 -1.76  -0.125
C -0.59 -1.51 -0.84  -0.283
N -0.74 -1.20 0.51  0.019
H -1.11 0.01 -3.55  0.071
H -2.03 -1.48 -3.76  0.072
H -0.31 -1.56 -3.36  0.073
H -2.36 -0.61 -1.44  0.108
H 0.25 -2.09 -1.16  0.084
H -1.53 -0.66 0.80  0.065
H 0.02 -1.28 1.16  0.066
O 2.02 0.57 1.79  0.081
C 1.20 1.40 1.57  -0.407
O 1.16 2.58 2.21  0.078
H 0.34 1.24 0.88  0.120
H 0.42 3.10 1.87  0.102

## Properties
- total charge = 0
- <S²> = 0.75
- total energy (a.u.) = -379.6163
- 2S+1 = 2
- lowest unoccupied orbital energy (spin up / spin down) (eV) = 0.49 / 0.45


The following is a quantum chemistry calculation of a structure of composition C3H9N2O2 at a distorted geometry, from the OMol25 dataset.

Each line ends with the Löwdin charge.
CARTESIAN COORDINATES (ANGSTROEM)
C -1.90 -0.54 -1.27  -0.065
C 1.69 -0.05 1.89  0.013
C -0.85 0.51 -0.86  -0.215
N 0.52 0.31 1.33  -0.097
N 0.26 -0.24 -0.40  0.001
O -0.47 0.71 1.82  0.218
O 1.47 -0.46 -1.02  0.077
H -1.75 -1.46 -0.68  0.090
H -2.98 -0.23 -1.18  0.100
H -2.13 -0.80 -2.33  0.088
H 2.38 -0.40 1.11  0.106
H 1.63 -0.83 2.66  0.153
H 2.25 0.86 2.22  0.161
H -1.23 1.21 -0.06  0.142
H -0.68 1.11 -1.69  0.104
H 1.78 0.29 -1.53  0.125

## Properties
- total charge = +1
- total energy (a.u.) = -379.1856
- 2S+1 = 1
- lowest unoccupied orbital energy (spin up / spin down) (eV) = -6.57 / -6.56


The following is a quantum chemistry calculation of the ion C3H9N2O2 with charge +1 at a distorted geometry, from the OMol25 dataset.

Each line ends with the Löwdin charge.
CARTESIAN COORDINATES (ANGSTROEM)
C 0.61 -0.18 0.54  -0.253
C -0.74 0.08 -0.03  -0.342
C 1.07 -1.28 -0.56  0.049
N -1.63 -0.81 0.21  0.254
N -0.85 1.12 -0.88  0.258
O 1.38 0.99 0.36  -0.087
O 0.69 1.94 1.07  0.015
H 0.72 -0.60 1.50  0.149
H 1.27 -2.26 -0.01  0.120
H 1.89 -0.82 -1.03  0.071
H 0.23 -1.43 -1.29  0.098
H -2.58 -0.70 -0.13  0.164
H -1.38 -1.54 0.82  0.138
H 1.34 2.32 1.61  0.109
H -1.67 1.22 -1.47  0.148
H -0.35 1.95 -0.72  0.110

## Properties
- SMILES string = C[C@@H](OO)C(N)=[NH2+]
- total charge = +1
- total energy (a.u.) = -379.3529
- 2S+1 = 1
- lowest unoccupied orbital energy (eV) = -3.36


The following is a quantum chemistry calculation of a cluster of 2 separate species, C3H9N2O2 in total at a distorted geometry, from the OMol25 dataset.

Each line ends with the Löwdin charge.
CARTESIAN COORDINATES (ANGSTROEM)
C 0.87 -1.10 0.40  -0.044
C 0.85 1.31 -0.20  -0.014
C 0.52 -0.06 -0.47  -0.118
N -2.79 -0.72 -0.25  -0.110
N -1.73 -0.05 -0.06  0.015
O -3.90 -0.28 -0.01  0.050
O -2.05 1.22 0.43  -0.013
H 0.76 -0.70 1.46  0.147
H 0.17 -1.92 0.19  0.103
H 1.95 -1.29 0.03  0.180
H 1.44 1.71 0.57  0.094
H -0.27 1.74 0.07  0.177
H 1.06 1.78 -1.13  0.098
H 0.22 -0.22 -1.43  0.103
H -2.73 -1.62 -0.59  0.173
H -3.05 1.31 0.18  0.158

## Properties
- total charge = +1
- total energy (a.u.) = -379.2091
- 2S+1 = 1
- lowest unoccupied orbital energy (eV) = -5.39


The following is a quantum chemistry calculation of the ion C3H9N2O2 with charge +1 at a distorted geometry, from the OMol25 dataset.

Each line ends with the Löwdin charge.
CARTESIAN COORDINATES (ANGSTROEM)
C -0.73 -0.23 1.00  -0.066
C 0.57 -0.42 0.15  -0.318
C 1.23 1.84 0.26  0.051
N -1.56 -0.50 -1.06  -0.009
N 0.78 -1.62 -0.28  0.273
O -1.67 0.32 0.06  -0.164
O 1.35 0.49 -0.28  0.022
H -1.10 -1.22 1.33  0.145
H -0.64 0.38 1.87  0.128
H 1.97 2.46 -0.41  0.164
H 1.57 1.75 1.31  0.119
H 0.19 1.95 0.19  0.071
H -1.30 0.02 -1.93  0.124
H 1.54 -1.81 -0.91  0.157
H -2.58 -0.92 -1.17  0.170
H 0.37 -2.50 -0.12  0.136

## Properties
- SMILES string = COC(=[NH2+])CON
- total charge = +1
- total energy (a.u.) = -379.3419
- 2S+1 = 1
- lowest unoccupied orbital energy (eV) = -3.88


The following is a quantum chemistry calculation of a cluster of 2 separate species, C3H9N2O2 in total, from the OMol25 dataset.

Each line ends with the Löwdin charge.
CARTESIAN COORDINATES (ANGSTROEM)
C -0.38 -1.85 -1.64  -0.018
N 0.53 1.61 -0.96  0.208
C -0.10 0.55 -1.37  -0.173
N 0.41 -0.65 -1.40  0.024
H 0.26 -2.60 -2.08  0.100
H -1.16 -1.62 -2.35  0.099
H -0.80 -2.24 -0.72  0.090
H 1.44 1.57 -0.51  0.145
H 0.11 2.53 -1.07  0.150
H -1.11 0.70 -1.75  0.173
H 1.32 -0.78 -0.98  0.169
O 0.97 0.41 2.02  0.087
C -0.07 -0.17 2.01  -0.369
O -1.13 0.33 1.33  0.056
H -0.27 -1.11 2.53  0.147
H -1.84 -0.32 1.33  0.113

## Properties
- total charge = +1
- total energy (a.u.) = -379.4749
- 2S+1 = 1
- lowest unoccupied orbital energy (eV) = -3.39


The following is a quantum chemistry calculation of a cluster of 2 separate species, C3H9N2O3 in total at a distorted geometry, from the OMol25 dataset.

Each line ends with the Löwdin charge.
CARTESIAN COORDINATES (ANGSTROEM)
O 1.88 -0.86 -0.12  0.093
C 0.72 -0.55 0.23  -0.442
N 0.00 0.51 -0.13  0.141
C 0.73 1.47 -0.91  -0.241
O 1.77 0.96 -1.74  -0.053
C -0.24 -1.52 1.04  -0.156
N -1.63 -1.61 0.49  0.055
H -2.53 1.49 0.11  0.097
H 1.08 2.18 -0.08  0.173
H 0.19 2.04 -1.60  0.117
H -0.14 -1.30 2.22  0.161
H 0.31 -2.47 1.02  0.092
H -1.92 -0.65 0.43  0.007
H -1.69 -1.96 -0.42  0.046
H -1.75 0.91 1.05  -0.083
H 2.02 0.03 -1.45  0.063
O -2.58 1.29 1.12  -0.070

## Properties
- total charge = 0
- <S²> = 0.77
- total energy (a.u.) = -454.8124
- 2S+1 = 2
- lowest unoccupied orbital energy (spin up / spin down) (eV) = 0.55 / -3.43


The following is a quantum chemistry calculation of a cluster of 2 separate species, C3H9N2O3 in total at a distorted geometry, from the OMol25 dataset.

Each line ends with the Löwdin charge.
CARTESIAN COORDINATES (ANGSTROEM)
C -1.65 0.76 0.12  -0.101
C 2.70 0.56 0.08  0.067
C 1.60 -0.20 -0.06  -0.514
N -1.62 -0.43 0.65  0.022
N 0.77 -0.37 -1.15  0.108
O -2.74 1.18 -0.50  0.141
O 1.14 -0.99 1.04  -0.023
O -2.32 -1.50 0.25  0.107
H 3.07 1.17 -0.70  0.056
H -0.78 1.42 0.36  0.182
H 2.94 0.59 1.20  0.105
H -0.72 -0.67 1.17  0.170
H 1.19 0.04 -1.96  0.105
H 0.51 -1.34 -1.35  0.127
H -2.88 2.16 -0.50  0.183
H 1.98 -1.16 1.49  0.120
H -3.16 -1.21 -0.15  0.148

## Properties
- total charge = +1
- total energy (a.u.) = -454.5912
- 2S+1 = 1
- lowest unoccupied orbital energy (eV) = -4.18


The following is a quantum chemistry calculation of a cluster of 2 separate species, C3H9N2O4S in total at a distorted geometry, from the OMol25 dataset.

Each line ends with the Löwdin charge.
CARTESIAN COORDINATES (ANGSTROEM)
C -0.70 -0.92 -0.34  -0.584
C 2.39 0.33 -0.40  0.008
C 0.89 0.84 -0.33  -0.116
N -1.25 -0.34 1.82  -0.124
N -0.13 0.12 -1.10  -0.429
O -1.44 -1.53 2.44  -0.003
O -2.32 0.34 1.82  0.035
O 0.24 -0.05 -2.34  0.138
O -1.15 1.13 -1.14  0.072
S -0.60 -2.48 -0.50  0.890
H 2.75 -0.37 0.32  0.079
H 2.41 0.01 -1.39  0.053
H 3.02 1.16 -0.20  0.079
H 0.97 1.74 -0.91  0.141
H 0.62 0.98 0.74  0.148
H -0.71 -2.20 2.38  0.134
H -3.15 -0.01 2.24  0.173
H -0.54 -0.32 -2.84  0.166
H -1.28 1.56 -0.26  0.139

## Properties
- total charge = +1
- total energy (a.u.) = -927.7379
- 2S+1 = 1
- lowest unoccupied orbital energy (spin up / spin down) (eV) = -4.98 / -4.93


The following is a quantum chemistry calculation of an isolated molecule of C3H9N2OP at a distorted geometry, from the OMol25 dataset.

Each line ends with the Löwdin charge.
CARTESIAN COORDINATES (ANGSTROEM)
C 1.29 1.26 -1.12  -0.432
C -0.47 -1.99 -0.20  -0.064
C -0.55 -0.49 -0.24  -0.394
N 0.75 0.06 -1.25  0.087
N -0.49 0.12 1.00  -0.315
O 0.87 2.17 -0.43  -0.141
P -0.93 1.79 1.19  0.809
H 2.21 1.39 -1.73  0.128
H 0.40 -2.33 0.37  0.081
H -1.37 -2.35 0.30  0.086
H -0.43 -2.42 -1.20  0.076
H -1.40 -0.11 -0.81  0.123
H 1.23 -0.65 -1.77  0.097
H 0.26 -0.22 1.60  0.092
H -1.58 1.54 2.42  -0.134
H 0.21 2.23 1.86  -0.099

## Properties
- SMILES string = C[C@@H](NP)NC=O
- total charge = 0
- total energy (a.u.) = -645.7833
- 2S+1 = 1
- lowest unoccupied orbital energy (eV) = 0.81


The following is a quantum chemistry calculation of the ion C3H9N2S with charge -1 at a distorted geometry, from the OMol25 dataset.

Each line ends with the Löwdin charge.
CARTESIAN COORDINATES (ANGSTROEM)
C 1.00 -0.07 -0.71  -0.311
C 0.07 0.29 -1.88  -0.846
S 0.95 0.39 -3.46  0.044
N 0.13 -0.77 0.38  -0.118
C -0.78 0.14 1.10  -0.370
N -0.62 -0.03 2.50  -0.012
H 1.76 -0.87 -0.82  0.082
H 1.44 0.85 -0.26  0.102
H -0.37 1.24 -1.61  0.019
H -0.82 -0.29 -2.01  0.016
H -0.21 -1.60 -0.19  0.108
H -1.80 -0.15 0.79  0.103
H -0.60 1.19 0.78  0.111
H -0.26 -0.92 2.62  0.017
H 0.12 0.61 2.76  0.054

## Properties
- SMILES string = NCNCC[S-]
- total charge = -1
- total energy (a.u.) = -627.3880
- 2S+1 = 1
- lowest unoccupied orbital energy (eV) = 3.92


The following is a quantum chemistry calculation of an isolated molecule of C3H9N2S at a distorted geometry, from the OMol25 dataset.

Each line ends with the Löwdin charge.
CARTESIAN COORDINATES (ANGSTROEM)
C -0.35 0.27 0.23  -0.296
C 0.26 0.99 -1.02  -0.611
S -0.10 2.83 -1.12  0.561
N -0.30 -1.25 0.16  -0.093
C 0.16 -1.87 1.37  -0.380
N 0.34 -3.34 1.19  -0.020
H -1.45 0.52 0.11  0.101
H 0.18 0.58 1.33  0.165
H 1.36 0.88 -1.06  0.061
H -0.14 0.46 -1.89  0.061
H -1.32 -1.43 0.16  0.108
H 1.19 -1.53 1.66  0.109
H -0.52 -1.71 2.29  0.130
H 0.88 -3.45 0.39  0.028
H 0.77 -3.85 1.99  0.077

## Properties
- total charge = 0
- <S²> = 0.75
- total energy (a.u.) = -627.3014
- 2S+1 = 2
- lowest unoccupied orbital energy (spin up / spin down) (eV) = 1.05 / -2.03


The following is a quantum chemistry calculation of a cluster of 2 separate species, C3H9N2S in total at a distorted geometry, from the OMol25 dataset.

Each line ends with the Löwdin charge.
CARTESIAN COORDINATES (ANGSTROEM)
C 1.53 -0.01 -0.68  -0.067
C 0.90 1.29 -0.08  -0.090
C 0.02 -0.54 0.96  -0.200
N 0.66 -1.06 -0.05  0.070
N 0.12 0.79 1.02  0.073
S -2.56 -0.45 -0.34  0.556
H 1.47 -0.23 -1.80  0.159
H 2.50 -0.32 -0.43  0.100
H 1.78 1.85 0.10  0.122
H 0.41 1.67 -0.91  0.103
H -0.55 -1.18 1.67  0.165
H 0.75 -1.96 -0.53  0.178
H 0.02 1.21 1.94  0.177
H -3.59 -0.70 0.50  -0.174
H -3.44 -0.37 -1.36  -0.174

## Properties
- total charge = +1
- total energy (a.u.) = -627.1263
- 2S+1 = 1
- lowest unoccupied orbital energy (eV) = -3.68


The following is a quantum chemistry calculation of a cluster of 2 separate species, C3H9N2S in total at a distorted geometry, from the OMol25 dataset.

Each line ends with the Löwdin charge.
CARTESIAN COORDINATES (ANGSTROEM)
C 0.28 1.28 -1.78  -0.740
C 1.57 0.66 -1.95  -0.104
C -0.11 -1.75 3.12  0.160
N -0.10 2.39 -2.21  0.126
N -1.07 -1.49 2.29  0.164
S -0.89 0.41 -0.57  0.655
H 1.20 -0.22 -2.45  0.073
H 2.13 1.10 -2.85  0.133
H 2.04 0.49 -1.03  0.064
H 0.36 -2.75 3.14  0.128
H 0.34 -0.84 3.69  0.171
H -0.90 2.91 -2.07  0.035
H -1.52 -0.64 2.46  0.103
H -1.38 -2.20 1.55  0.199
H -1.94 0.65 -1.32  -0.168

## Properties
- total charge = +1
- total energy (a.u.) = -627.0570
- 2S+1 = 1
- lowest unoccupied orbital energy (eV) = -5.88